C7H7BrN6 in the gas phase, computed with ωB97M-V/def2-TZVPD.

Output
**Electronic energy**: -3173.30566 Eh
**Net charge**: 0
**F_max**: 0.075 Eh/bohr
**Structure (SMILES)**: CC1=C(Br)[C@](C)(c2cnnnn2)N=N1
**M**: 255.1 g mol⁻¹
**Highest occupied orbital energy**: -9.8 eV
**Relative energy (zero: lowest compared OMol25 entry of this formula, charge and spin)**: 0.0 kcal per mole
**Kohn-Sham gap**: 9.0 eV

```
21
Properties=species:S:1:pos:R:3:forces:R:3
C 1.935 0.278 1.030 -0.7 2.3 -1.2
C 1.314 -0.801 0.398 0.1 0.6 0.4
C -1.110 -0.038 0.165 1.2 1.0 -1.2
C -1.326 1.252 -0.291 0.6 -3.5 1.6
C 0.256 -0.577 -0.629 -3.1 1.6 1.3
C -2.390 2.229 -0.070 0.1 2.6 1.8
C -0.089 -1.684 -1.647 -0.3 -0.1 -1.2
N 2.788 0.090 2.004 -0.9 1.7 -0.7
N 1.650 -1.988 0.772 -0.1 -1.6 -0.3
N 2.955 -1.131 2.397 1.8 -1.1 1.8
N 2.481 -2.146 1.804 -0.8 -0.5 -0.6
N -0.255 1.597 -1.127 1.5 -0.1 -0.9
N 0.615 0.702 -1.304 -1.3 0.3 -0.3
Br -2.057 -0.996 1.493 0.4 0.4 -0.8
H 1.678 1.337 0.641 0.9 -1.7 1.1
H -3.218 1.926 0.564 -0.5 -1.0 -0.9
H -2.616 2.672 -1.056 -0.5 -0.1 0.7
H -2.126 3.098 0.686 0.5 -1.3 -1.9
H -1.180 -2.048 -1.644 1.7 0.7 0.3
H 0.584 -2.552 -1.522 -0.4 0.5 0.0
H 0.111 -1.220 -2.666 -0.3 -0.8 1.1
```
Positions in Å, forces in eV/Å.